1.
Computed, not measured: the molecule C5H7N, with wB97M-V/def2-TZVPD.

Element x y z (Å)
C 1.72 -0.05 -0.18
C 0.49 0.05 0.67
C -0.34 1.15 0.56
C -1.56 0.70 0.00
C -1.47 -0.67 -0.15
N -0.28 -1.06 0.38
H 2.36 -0.91 0.06
H 1.24 -0.25 -1.15
H 2.29 0.88 -0.24
H -0.04 2.18 0.72
H -2.40 1.32 -0.28
H -2.15 -1.39 -0.58
H 0.15 -1.96 0.21

E_tot (a.u.): -249.4253
ΔE to the lowest compared entry with this formula, charge and spin (kJ/mol): 125.9
SMILES: Cc1ccc[nH]1



2.
Computed, not measured: a cluster of 2 separate species, C9H14 in total, with wB97M-V/def2-TZVPD.

Element x y z (Å)
C -1.78 1.86 -1.03
C -1.33 2.97 -1.98
H -2.91 1.77 -1.17
H -1.26 0.90 -1.34
H -1.80 1.93 0.08
H -0.44 3.56 -1.74
H -2.07 3.71 -1.64
H -1.33 2.60 -3.05
C -0.87 -2.50 0.86
C 0.22 -0.29 1.03
C 0.31 -1.63 0.71
C 1.37 0.40 1.19
C 1.45 -2.21 0.31
C 2.64 -0.11 0.90
C 2.62 -1.40 0.36
H -0.82 0.11 1.17
H 1.19 1.50 1.41
H -0.84 -3.49 0.26
H -1.80 -2.08 0.40
H 1.40 -3.35 0.23
H 3.51 0.49 1.07
H 3.65 -1.80 0.17
H -1.12 -2.92 1.82

E_tot (a.u.): -351.2626
ΔE to the lowest compared entry with this formula, charge and spin (kJ/mol): 177.5
SMILES: Cc1ccccc1.CC



3.
Computed, not measured: a cluster of 2 separate species, C16H34ClN3O8P2 in total, with wB97M-V/def2-TZVPD.

Element x y z (Å)
C -2.75 2.05 3.67
C -1.78 0.76 3.53
O -0.46 1.28 3.26
C 0.44 0.24 2.84
C 0.23 -0.15 1.28
C 1.38 0.40 0.32
C 1.19 1.99 0.41
C 2.38 2.76 1.11
O 2.92 2.48 2.18
O 2.85 3.96 0.45
C 2.72 -0.29 0.83
C 2.55 -1.75 0.13
N 1.72 -1.52 -1.09
C 0.64 -2.57 -1.14
C 1.15 -3.70 -2.19
C -0.15 -4.61 -2.52
N -0.24 -4.83 -4.00
C 1.39 -0.06 -1.25
C 0.24 0.43 -2.22
Cl 0.10 -0.58 -3.79
C -1.23 0.45 -1.61
C -2.33 1.00 -2.67
P 2.92 0.89 -1.96
N 4.37 -0.14 -1.88
O 2.74 1.22 -3.63
H -2.60 2.73 2.77
H -2.49 2.64 4.60
H -3.84 1.72 3.68
H -1.84 0.15 4.49
H -2.22 0.16 2.66
H 1.49 0.58 3.08
H 0.23 -0.68 3.49
H 0.11 -1.29 1.27
H -0.82 0.25 1.05
H 1.02 2.49 -0.60
H 0.25 2.24 1.02
H 2.59 4.67 1.09
H 3.72 0.24 0.66
H 2.83 -0.60 1.92
H 2.34 -2.64 0.80
H 3.57 -2.02 -0.30
H 2.36 -1.76 -1.89
H 0.41 -3.07 -0.15
H -0.35 -2.21 -1.57
H 2.02 -4.31 -1.79
H 1.38 -3.17 -3.18
H -0.07 -5.63 -2.04
H -1.12 -4.11 -2.15
H -1.00 -5.47 -4.23
H -0.38 -3.95 -4.50
H 0.47 1.52 -2.47
H -1.56 -0.50 -1.10
H -1.22 1.26 -0.78
H -1.83 1.82 -3.29
H -2.77 0.17 -3.29
H -3.12 1.52 -2.03
H 4.62 -0.52 -2.81
H 5.13 0.48 -1.51
H 2.80 0.32 -4.07
O -7.67 2.36 4.45
P -6.62 3.45 4.22
O -5.83 3.16 2.94
O -5.65 3.47 5.42
O -7.31 4.82 4.10

E_tot (a.u.): -2538.8534
Total charge: -2



4.
Computed, not measured: a cluster of 2 separate species, C19H33FIN2O5S in total, with wB97M-V/def2-TZVPD.

Element x y z (Å)
C 4.60 -1.07 1.67
C 2.96 -1.22 1.37
F 2.14 -1.27 2.60
C 2.52 0.09 0.49
C 2.29 1.45 1.38
C 0.73 1.85 1.66
I 0.81 3.73 2.87
O -0.06 2.21 0.47
S 0.52 1.47 -0.95
O -0.66 1.44 -1.98
O 1.56 2.48 -1.57
C 1.23 -0.20 -0.54
C 1.83 -1.07 -1.78
C 2.16 -0.25 -3.15
C 3.65 0.50 -3.10
O 4.71 -0.55 -3.01
C 0.06 -1.15 0.19
C -1.21 -1.49 -0.78
C -2.63 -0.77 -0.36
N -3.38 -1.50 0.73
C -4.86 -1.64 0.42
C -5.63 -0.25 0.03
C -5.22 1.26 0.53
C -6.00 2.63 0.06
C -7.27 2.51 -0.99
C -7.74 1.00 -1.51
C -6.93 -0.38 -1.01
O -7.42 -1.68 -1.55
H 4.74 -0.52 2.71
H 5.16 -0.43 0.87
H 5.09 -2.13 1.74
H 2.79 -2.21 0.74
H 3.43 0.32 -0.24
H 2.91 2.32 0.85
H 2.86 1.27 2.41
H 0.25 1.05 2.36
H 1.19 -2.02 -2.09
H 2.87 -1.52 -1.40
H 1.31 0.46 -3.53
H 2.28 -1.08 -4.01
H 3.77 1.03 -4.14
H 3.76 1.23 -2.20
H 5.61 -0.13 -2.79
H -0.37 -0.66 1.17
H 0.50 -2.21 0.53
H -1.36 -2.67 -0.83
H -0.96 -1.17 -1.90
H -2.44 0.33 0.02
H -3.25 -0.65 -1.37
H -3.04 -2.50 0.83
H -5.41 -2.06 1.40
H -5.06 -2.47 -0.41
H -4.29 1.37 1.25
H -5.57 3.65 0.48
H -7.83 3.48 -1.36
H -8.66 0.96 -2.26
H -8.25 -1.94 -1.05
N 7.04 0.15 4.01
H 7.27 -0.59 3.33
H 7.03 1.06 3.53
H 6.12 -0.03 4.42
H 7.75 0.16 4.75

E_tot (a.u.): -2024.3618
Total charge: +1